Entry from the OMol25 dataset: a 8-piece molecular cluster, C5H24NO9 overall (wB97M-V/def2-TZVPD).

Each line ends with the Mulliken charge.
Geometry (Å):
1 O -0.8838 -1.4997 -1.6281  -0.7257
2 O 1.4906 2.8682 -2.3639  -0.6530
3 O 3.2176 0.8182 2.5169  -0.6445
4 O -0.1842 -0.2919 4.2543  -0.7198
5 O 2.0934 -0.8038 -3.3587  -0.6912
6 O -0.3046 0.7964 -3.2884  -0.5698
7 O -3.3651 -0.5129 -2.3802  -0.7104
8 O 0.8368 -2.8259 2.2943  -0.5969
9 O 0.8391 -2.0042 -0.2973  -0.7927
10 N -0.6206 0.5561 1.0773  0.6182
11 C -0.2935 -1.5230 -0.5271  0.3794
12 C -1.6650 2.5212 2.0935  -1.0430
13 C -1.5383 1.6430 0.7770  -0.3286
14 C 0.7017 0.7671 0.4131  -1.2214
15 C -1.0655 -0.8246 0.6762  -0.6627
16 H 2.8404 -0.6366 -2.7740  0.3181
17 H 1.5655 2.2078 -3.0528  0.3304
18 H 2.4040 1.1889 2.8818  0.3282
19 H 1.5215 -1.2890 -2.7430  0.3304
20 H 0.5532 -0.5792 3.6789  0.2988
21 H 0.6637 2.7982 -1.8915  0.3003
22 H -1.2096 0.4125 -3.1380  0.2994
23 H -0.6673 0.0793 3.4697  0.3446
24 H -1.0136 -1.5035 1.4928  0.2048
25 H -2.1495 -0.8127 0.3668  0.3877
26 H 0.1887 -3.5338 2.3699  0.2662
27 H -1.1847 3.5019 1.9843  0.2810
28 H -1.2319 2.3425 -0.0021  0.0971
29 H -2.8111 -0.0002 -1.7739  0.2791
30 H 0.7163 0.7420 -0.6778  0.3211
31 H -2.7105 -1.2545 -2.3534  0.4576
32 H -1.3154 1.9528 2.9396  0.1708
33 H -2.5775 1.2772 0.7031  0.4255
34 H 1.3706 -0.0388 0.7115  0.1141
35 H 3.0023 -0.0878 2.2624  0.3267
36 H 1.1368 -2.8421 1.3605  0.3450
37 H 0.0676 -0.0554 -3.5398  0.2919
38 H -2.7521 2.7174 2.2138  0.3561
39 H 1.1914 1.6327 0.8277  0.4873

- Max |F|: 2.7 eV Å⁻¹
- HOMO energy: -0.204 Ha
- LUMO: 3.1 eV
- Charge: -1
- Relative energy (zero: lowest compared OMol25 entry of this formula, charge and spin): 34.6 kcal/mol
- Orbital gap: 0.3171 Ha
- DFT total energy: -936.88153 Eh